# 1
# C41H49FN7O5ReSi2

C41H49FN7O5ReSi2 as an isolated structure in a non-equilibrium geometry (ωB97M-V/def2-TZVPD, OMol25).

## Properties
Highest occupied orbital energy (spin up / spin down) in eV: -7.105 / -7.092
Charge: +1
Frontier orbital gap (spin up / spin down) in eV: 3.9 / 3.9
Relative energy (zero: lowest compared OMol25 entry of this formula, charge and spin) in kJ/mol: 567.6
2S+1: 2

Positions of all 106 atoms, in Å:
Re 0.05587 2.24151 2.60755
O 2.90851 3.32693 -0.31409
C 1.97886 3.25144 0.48032
N 1.94779 2.68804 1.70516
C 3.12457 2.42254 2.40087
C 4.43281 2.77291 2.07669
C 5.44269 2.55865 3.00992
C 5.16568 2.03501 4.26452
C 3.86202 1.67125 4.58463
C 2.86633 1.82478 3.62817
N 1.52742 1.40722 3.76532
C 1.29040 0.30871 4.49121
O 2.33480 -0.65714 4.69299
C -0.04684 -0.08789 4.66326
C -0.48836 -1.15897 5.44740
C -1.83316 -1.30924 5.64955
C -2.70764 -0.36858 5.09734
C -2.20480 0.64939 4.32331
N -0.88864 0.78422 4.06068
C 0.69406 3.96861 0.22637
C 0.46974 4.70822 -0.91618
C -0.68717 5.46379 -1.00078
C -1.54540 5.48271 0.08931
C -1.25813 4.70192 1.19267
N -0.17166 3.91597 1.24963
H 4.64977 3.21348 1.11747
H 6.45806 2.83537 2.76008
H 5.94964 1.92839 5.00150
H 3.61107 1.38135 5.60401
H 0.23779 -1.83647 5.87305
H -2.21160 -2.13498 6.23695
H -3.77380 -0.43148 5.25716
H -2.86053 1.37713 3.87591
H 1.22547 4.68704 -1.68904
H -0.90539 6.04963 -1.88389
H -2.43708 6.09303 0.09562
H -1.90436 4.69512 2.05700
C -4.65547 -0.41451 -3.10806
C -4.16527 1.02579 -3.08260
N -3.03771 1.20585 -2.16120
C -3.29009 1.63661 -0.90883
C -2.37725 1.68664 0.09890
C -2.85779 2.16002 1.44055
O -4.04651 2.30840 1.63855
O -1.95176 2.42908 2.33696
C -1.04645 1.23694 -0.14961
O -0.16707 1.08901 0.71353
C -0.75167 0.83265 -1.52607
C 0.54413 0.42463 -1.83823
C 0.83192 -0.00315 -3.10068
F 2.09900 -0.36351 -3.40117
C -0.15201 -0.07645 -4.09500
C -1.43439 0.33540 -3.78432
C -1.75191 0.80550 -2.50352
N 0.09944 -0.57393 -5.40808
C 1.13199 -1.58395 -5.57853
C 0.89693 -2.31012 -6.88835
N 0.95573 -1.29669 -8.00363
C -0.07777 -0.21957 -7.80356
C 0.16106 0.43256 -6.45509
H -5.50080 -0.51111 -3.78882
H -4.97725 -0.72214 -2.11324
H -3.86892 -1.09678 -3.43192
H -4.95548 1.69341 -2.74507
H -3.86897 1.36608 -4.07463
H -4.31212 1.92356 -0.69410
H 1.31199 0.45149 -1.07508
H -2.19635 0.22250 -4.54236
H 1.07800 -2.30998 -4.76964
H 2.14626 -1.16059 -5.57382
H -0.09416 -2.75862 -6.91987
H 1.65510 -3.06726 -7.07760
H 0.84034 -1.74675 -8.91228
H 1.88368 -0.86390 -7.99565
H -1.04816 -0.71185 -7.82811
H 0.00139 0.48879 -8.62574
H -0.60759 1.18570 -6.29528
H 1.13473 0.95195 -6.46311
C 1.57958 -4.16113 3.83918
Si 1.73659 -2.74112 2.61301
C 2.88089 -1.44720 3.48601
C 3.07287 -3.28830 1.37948
C 0.24949 -2.04081 2.00394
Si -1.12777 -2.94764 1.29377
C -2.67622 -1.88964 1.05783
C -0.77446 -3.62097 -0.45523
C -1.61757 -4.45335 2.31952
H 2.52540 -4.38888 4.33967
H 1.27137 -5.06718 3.31308
H 0.82271 -3.95496 4.59797
H 3.73438 -1.95393 3.93834
H 3.10266 -0.14278 5.02294
H 3.24306 -0.69187 2.78528
H 3.99550 -3.67333 1.82829
H 3.33293 -2.45856 0.71606
H 2.64941 -4.08135 0.75790
H 0.31193 -0.99321 1.70789
H -2.59972 -1.28632 0.14819
H -2.83442 -1.21062 1.90082
H -3.56902 -2.51363 0.95650
H -0.41321 -2.80022 -1.08451
H -1.64912 -4.06953 -0.94181
H 0.01331 -4.37855 -0.41645
H -1.74308 -4.17922 3.36928
H -0.85100 -5.22951 2.26604
H -2.55405 -4.89753 1.96970

# 2
# C41H49NO15P2S

A 6-piece molecular cluster, C41H49NO15P2S overall (ωB97M-V/def2-TZVPD, OMol25).

## Properties
Highest occupied orbital energy in eV: -7.349
Frontier orbital gap in eV: 5.5
SMILES: COCCCCCCC[PH2](CCCS(=O)(=O)O)P(N)O.O=C1C=CC(=O)C=C1.O=C1C=CC(=O)C=C1.O=C1C=CC(=O)C=C1.O=C1C=CC(=O)C=C1.O=C1C=CC(=O)C=C1

Positions of all 109 atoms, in Å:
C 2.41936 -2.90748 3.94236
O 3.53289 -2.98753 3.07438
C 3.14806 -3.17476 1.71042
C 3.39113 -1.94614 0.82651
C 3.01547 -0.58272 1.44004
C 1.85982 0.14725 0.74237
C 0.52234 -0.60928 0.70256
C -0.31844 -0.22535 -0.51758
C -1.44297 -1.19946 -0.86395
P -2.80497 -1.54240 0.33265
C -3.28494 -3.27433 -0.43744
C -3.33271 -4.42598 0.57443
C -1.98381 -5.10818 0.82593
S -1.06789 -4.68061 2.28374
O -0.52107 -3.35290 2.13705
O -0.22229 -5.78482 2.62487
O -2.21510 -4.56721 3.39976
P -2.67030 0.42573 1.60423
N -4.29838 0.89232 1.28404
O -2.76994 -0.32200 3.10312
H 1.69929 -2.14744 3.61856
H 1.89569 -3.86870 4.00018
H 2.80294 -2.63748 4.92792
H 3.72928 -4.02410 1.33162
H 2.09419 -3.46068 1.67706
H 2.80633 -2.10401 -0.08987
H 4.43863 -1.92169 0.51392
H 3.89661 0.06183 1.36780
H 2.81367 -0.68765 2.51200
H 1.71589 1.10176 1.25678
H 2.17795 0.40417 -0.27809
H 0.67363 -1.69240 0.71859
H -0.02866 -0.34533 1.61620
H 0.34707 -0.23020 -1.39143
H -0.67422 0.80600 -0.43299
H -0.99662 -2.16919 -1.11005
H -1.96963 -0.87481 -1.77216
H -2.62561 -2.19583 1.59462
H -4.13064 -1.11815 -0.01269
H -4.29536 -3.13070 -0.83550
H -2.66246 -3.56408 -1.29115
H -3.99384 -5.21252 0.20024
H -3.77522 -4.08764 1.51797
H -2.08600 -6.19361 0.87262
H -1.27642 -4.87443 0.02280
H -2.16308 -3.68692 3.79603
H -4.92661 0.11905 1.06196
H -4.69237 1.39372 2.07129
H -3.50814 -0.94113 3.17157
O -0.60949 0.37018 -3.81875
C -1.29732 0.28150 -4.81155
C -1.54635 -1.02706 -5.46836
C -2.31395 -1.11835 -6.55055
C -2.93765 0.08688 -7.15373
O -3.65729 -0.00113 -8.12709
C -2.67366 1.39613 -6.50995
C -1.91960 1.48524 -5.41865
H -1.08017 -1.88720 -5.00424
H -2.53094 -2.05950 -7.04008
H -3.14429 2.25555 -6.97051
H -1.71950 2.42386 -4.91801
O 6.51753 -0.19134 1.40838
C 7.22780 -1.10935 1.76206
C 6.66019 -2.36144 2.32231
C 7.45685 -3.35509 2.70958
C 8.93298 -3.26079 2.59742
O 9.65481 -4.16927 2.94817
C 9.49748 -2.00670 2.03485
C 8.70642 -1.01051 1.64770
H 5.58307 -2.42854 2.40028
H 7.06993 -4.27749 3.12465
H 10.57688 -1.96137 1.96408
H 9.08802 -0.08497 1.23541
O 1.71513 3.38664 1.85409
C 2.68576 3.81373 2.44333
C 3.01350 5.26128 2.43449
C 4.07685 5.72429 3.08616
C 4.97824 4.81765 3.83957
O 5.94759 5.24079 4.43256
C 4.65075 3.36832 3.84004
C 3.58612 2.90135 3.19417
H 2.33104 5.89254 1.88162
H 4.33971 6.77458 3.10230
H 5.32820 2.72887 4.39164
H 3.32719 1.84968 3.17426
O -3.67596 8.65740 -1.15325
C -2.69549 8.32818 -0.52293
C -1.34282 8.82006 -0.89341
C -0.26432 8.45722 -0.20530
C -0.37064 7.54888 0.96315
O 0.61155 7.21463 1.59156
C -1.71951 7.05540 1.33476
C -2.79775 7.41700 0.64527
H -1.29730 9.48174 -1.74898
H 0.73267 8.79821 -0.45357
H -1.76184 6.38741 2.18543
H -3.79340 7.06997 0.89026
O -8.51690 -2.99211 -5.54730
C -7.57087 -2.40329 -5.07437
C -6.73155 -1.49628 -5.89865
C -5.69397 -0.85288 -5.37138
C -5.32059 -1.02050 -3.94570
O -4.35565 -0.45260 -3.47477
C -6.16826 -1.91350 -3.11836
C -7.20978 -2.55470 -3.64037
H -7.01595 -1.39189 -6.93803
H -5.07722 -0.17997 -5.94827
H -5.88532 -2.00573 -2.07838
H -7.84354 -3.21361 -3.06037

Total energy (computed, eV): -84576.016, -104919.421